(1)
Below is an isolated molecule of C2H3NOS2, with properties calculated with ωB97M-V/def2-TZVPD.

Last column: Löwdin charge in e.
CARTESIAN COORDINATES (ANGSTROEM)
1 O 2.279 0.271 -0.426  -0.076
2 C 1.625 0.657 0.604  -0.279
3 N 0.317 0.034 0.730  -0.447
4 S -0.040 -1.275 -0.154  0.874
5 C -1.521 -0.660 -1.049  -1.010
6 S -2.316 0.675 -0.975  0.671
7 H 1.864 1.508 1.341  0.149
8 H -0.316 0.137 1.654  0.160
9 H -1.892 -1.347 -1.725  -0.042

The total energy comes out at -27328.737 eV. As for the frontier orbital gap: 8.81 eV. The calculation puts the largest force on an atom at 5.571 eV/Å. The HOMO energy comes out at -8.91 eV. The energy above the lowest of the compared OMol25 structures with the same formula, charge and spin comes out at 47.0 kcal per mole.

(2)
Below is an isolated molecule of C2H3NOS2, with properties calculated with ωB97M-V/def2-TZVPD.

Last column: Löwdin charge in e.
CARTESIAN COORDINATES (ANGSTROEM)
1 O 0.217 -0.071 2.701  -0.047
2 C 0.909 0.783 2.154  -0.629
3 S 0.982 1.153 0.485  1.002
4 C -0.059 -0.067 -0.187  -0.624
5 N -0.349 -0.098 -1.405  -0.487
6 S -1.244 -1.335 -1.968  0.760
7 H 1.600 1.451 2.731  0.088
8 H -0.181 -0.865 0.539  0.073
9 H -1.612 -0.736 -3.108  -0.136

The total energy comes out at -27329.206 eV. As for the frontier orbital gap: 9.14 eV. The calculation puts the largest force on an atom at 2.628 eV/Å. The HOMO energy comes out at -8.94 eV. The energy above the lowest of the compared OMol25 structures with the same formula, charge and spin comes out at 36.2 kcal per mole.

(3)
Below is an isolated molecule of C2H3NOS2, with properties calculated with ωB97M-V/def2-TZVPD.

Last column: Löwdin charge in e.
CARTESIAN COORDINATES (ANGSTROEM)
1 O -1.226 1.539 -0.059  0.008
2 C -0.518 0.520 -0.081  -0.701
3 C -1.392 -0.593 0.289  -0.606
4 S -2.856 -0.873 -0.303  0.774
5 N 0.783 0.492 -0.289  -0.321
6 S 1.959 -0.856 -0.234  0.688
7 H -0.785 -1.287 0.832  0.032
8 H 1.035 1.384 -0.907  0.176
9 H 3.001 -0.325 0.752  -0.050

The total energy comes out at -27328.024 eV. As for the frontier orbital gap: 8.10 eV. The calculation puts the largest force on an atom at 5.399 eV/Å. The HOMO energy comes out at -8.92 eV. The energy above the lowest of the compared OMol25 structures with the same formula, charge and spin comes out at 63.5 kcal per mole.